w.
Density functional theory data (the ωB97M-V functional and the def2-TZVPD basis) for a molecular structure, C28H35F3N4P2Zn.

Cartesian coordinates (Å):
1 Zn 0.204 -2.650 0.907
2 C -0.074 3.552 5.044
3 C -0.903 2.961 4.180
4 C -0.610 2.573 2.738
5 C 0.626 1.680 2.649
6 C 1.961 2.399 2.635
7 C 2.205 3.708 2.755
8 C 1.315 4.803 3.253
9 C 0.889 4.678 4.751
10 C 0.892 -4.191 2.211
11 H -0.057 3.214 6.082
12 H -1.872 2.624 4.556
13 H -0.496 3.432 2.045
14 H -1.464 1.980 2.377
15 H 0.591 0.951 3.478
16 H 0.570 1.057 1.743
17 H 2.810 1.692 2.578
18 H 3.167 4.068 2.360
19 H 0.367 4.861 2.676
20 H 1.883 5.746 3.121
21 H 1.765 4.557 5.407
22 H 0.473 5.685 4.979
23 H 0.180 -5.061 2.287
24 H 1.247 -3.921 3.242
25 H 1.856 -4.457 1.708
26 P 1.404 -1.523 -0.787
27 P -2.268 -0.936 -0.871
28 N 2.689 -0.172 -1.053
29 N 2.152 -2.680 -2.001
30 N -2.266 0.797 -1.437
31 N -3.778 -1.287 -1.748
32 C 0.274 -0.759 -1.995
33 C -1.057 -1.520 -2.143
34 C 3.787 0.007 -0.219
35 C 4.731 0.835 -0.820
36 C 4.199 1.171 -2.111
37 C 2.957 0.545 -2.225
38 C 2.571 -3.963 -1.637
39 C 2.885 -4.700 -2.776
40 C 2.733 -3.802 -3.877
41 C 2.301 -2.575 -3.382
42 C -2.256 1.863 -0.518
43 C -1.988 3.063 -1.172
44 C -1.868 2.737 -2.568
45 C -2.015 1.356 -2.697
46 C -4.480 -0.596 -2.747
47 C -5.544 -1.376 -3.200
48 C -5.520 -2.606 -2.451
49 C -4.428 -2.526 -1.590
50 H 0.741 -0.620 -2.974
51 H 0.107 0.270 -1.655
52 H -1.443 -1.399 -3.162
53 H -0.911 -2.600 -1.968
54 H 3.785 -0.485 0.732
55 H 5.666 1.186 -0.385
56 H 4.640 1.806 -2.872
57 H 2.254 0.586 -3.044
58 H 2.561 -4.224 -0.589
59 H 3.183 -5.748 -2.806
60 H 2.931 -4.019 -4.914
61 H 2.031 -1.684 -3.937
62 H -2.511 1.679 0.513
63 H -1.877 4.034 -0.691
64 H -1.709 3.450 -3.372
65 H -2.004 0.757 -3.608
66 H -4.223 0.410 -3.048
67 H -6.248 -1.099 -3.982
68 H -6.224 -3.425 -2.556
69 H -4.060 -3.223 -0.857
70 F -3.210 -3.197 1.901
71 C -2.047 -3.254 2.625
72 F -2.001 -2.159 3.453
73 F -2.174 -4.333 3.461

## Properties
E_LUMO (spin up / spin down) = -0.072 / -0.072 hartree
spin multiplicity = 1

Formally, the Mulliken partial charges of the atoms, in units of the elementary charge, are as follows: number 1, Zn, carries 0.193; number 2, C, carries -0.663; number 3, C, carries -0.514; number 4, C, carries -0.248; number 5, C, carries 0.502; number 6, C, carries -0.373; number 7, C, carries -0.397; number 8, C, carries -0.702; number 9, C, carries -0.466; number 10, C, carries -1.123; number 11, H, carries 0.362; number 12, H, carries 0.378; number 13, H, carries 0.226; number 14, H, carries 0.054; number 15, H, carries 0.404; number 16, H, carries -0.456; number 17, H, carries 0.298; number 18, H, carries 0.346; number 19, H, carries 0.198; number 20, H, carries 0.405; number 21, H, carries 0.338; number 22, H, carries 0.315; number 23, H, carries 0.328; number 24, H, carries 0.389; number 25, H, carries 0.193; number 26, P, carries 0.805; number 27, P, carries -0.004; number 28, N, carries 0.565; number 29, N, carries 0.450; number 30, N, carries 0.405; number 31, N, carries 0.298; number 32, C, carries -0.692; number 33, C, carries -1.350; number 34, C, carries -0.585; number 35, C, carries -0.771; number 36, C, carries -0.678; number 37, C, carries -0.182; number 38, C, carries -0.321; number 39, C, carries -0.647; number 40, C, carries -0.586; number 41, C, carries -0.194; number 42, C, carries -0.679; number 43, C, carries -0.659; number 44, C, carries -0.886; number 45, C, carries -0.347; number 46, C, carries -0.279; number 47, C, carries -0.600; number 48, C, carries -0.569; number 49, C, carries -0.430; number 50, H, carries -0.102; number 51, H, carries 0.750; number 52, H, carries 0.472; number 53, H, carries 0.642; number 54, H, carries 0.530; number 55, H, carries 0.406; number 56, H, carries 0.430; number 57, H, carries 0.366; number 58, H, carries 0.217; number 59, H, carries 0.414; number 60, H, carries 0.433; number 61, H, carries 0.301; number 62, H, carries 0.629; number 63, H, carries 0.456; number 64, H, carries 0.449; number 65, H, carries 0.527; number 66, H, carries 0.457; number 67, H, carries 0.414; number 68, H, carries 0.420; number 69, H, carries 0.359; number 70, F, carries -0.226; number 71, C, carries 0.078; number 72, F, carries -0.252; number 73, F, carries -0.220

x.
Density functional theory data (the ωB97M-V functional and the def2-TZVPD basis) for a molecular structure, C28H35F3N4P2Zn.

Cartesian coordinates (Å):
1 Zn -0.597 -2.138 0.580
2 C -0.193 3.834 5.022
3 C -0.809 2.943 4.236
4 C -0.566 2.572 2.797
5 C 0.676 1.714 2.592
6 C 1.967 2.445 2.406
7 C 2.230 3.734 2.663
8 C 1.312 4.790 3.200
9 C 1.009 4.681 4.706
10 C 0.834 -3.336 1.309
11 H -0.581 3.992 6.037
12 H -1.625 2.350 4.681
13 H -0.590 3.400 2.083
14 H -1.430 1.946 2.541
15 H 0.759 1.019 3.444
16 H 0.522 1.108 1.684
17 H 2.757 1.819 1.972
18 H 3.239 4.114 2.448
19 H 0.383 4.862 2.624
20 H 1.842 5.743 3.068
21 H 1.878 4.291 5.259
22 H 0.827 5.692 5.094
23 H 0.423 -4.326 1.055
24 H 0.861 -3.163 2.396
25 H 1.858 -3.244 0.906
26 P 1.282 -1.630 -0.890
27 P -2.148 -1.174 -0.801
28 N 2.588 -0.430 -0.949
29 N 2.181 -2.830 -1.926
30 N -2.165 0.603 -1.132
31 N -3.783 -1.427 -1.467
32 C 0.233 -0.936 -2.209
33 C -1.136 -1.649 -2.250
34 C 3.598 -0.304 0.021
35 C 4.539 0.602 -0.450
36 C 4.120 1.033 -1.751
37 C 2.937 0.369 -2.039
38 C 2.564 -4.123 -1.567
39 C 3.041 -4.778 -2.702
40 C 2.979 -3.855 -3.792
41 C 2.494 -2.660 -3.279
42 C -2.202 1.631 -0.191
43 C -2.009 2.848 -0.841
44 C -1.860 2.572 -2.234
45 C -1.971 1.203 -2.386
46 C -4.451 -0.684 -2.454
47 C -5.481 -1.441 -2.991
48 C -5.467 -2.709 -2.316
49 C -4.419 -2.680 -1.407
50 H 0.692 -0.971 -3.207
51 H 0.140 0.123 -1.932
52 H -1.640 -1.424 -3.195
53 H -1.009 -2.746 -2.194
54 H 3.531 -0.864 0.947
55 H 5.431 0.929 0.062
56 H 4.613 1.736 -2.407
57 H 2.312 0.417 -2.915
58 H 2.439 -4.474 -0.556
59 H 3.402 -5.791 -2.747
60 H 3.264 -4.014 -4.825
61 H 2.300 -1.727 -3.780
62 H -2.425 1.404 0.847
63 H -1.999 3.826 -0.379
64 H -1.705 3.282 -3.038
65 H -1.928 0.595 -3.278
66 H -4.159 0.329 -2.673
67 H -6.141 -1.124 -3.790
68 H -6.145 -3.532 -2.502
69 H -4.081 -3.411 -0.689
70 F -3.369 -2.965 1.651
71 C -2.075 -2.695 2.050
72 F -2.171 -1.573 2.851
73 F -1.723 -3.724 2.898

## Properties
E_LUMO = -0.043 hartree
spin multiplicity = 1

Formally, the Mulliken partial charges of the atoms, in units of the elementary charge, are as follows: number 1, Zn, carries -0.094; number 2, C, carries -0.664; number 3, C, carries -0.413; number 4, C, carries -0.140; number 5, C, carries 0.879; number 6, C, carries -0.461; number 7, C, carries -0.400; number 8, C, carries -0.850; number 9, C, carries -0.615; number 10, C, carries -1.629; number 11, H, carries 0.337; number 12, H, carries 0.319; number 13, H, carries 0.324; number 14, H, carries -0.170; number 15, H, carries 0.414; number 16, H, carries -0.543; number 17, H, carries 0.263; number 18, H, carries 0.333; number 19, H, carries 0.233; number 20, H, carries 0.416; number 21, H, carries 0.334; number 22, H, carries 0.422; number 23, H, carries 0.225; number 24, H, carries 0.492; number 25, H, carries 0.595; number 26, P, carries 0.772; number 27, P, carries 0.169; number 28, N, carries 0.650; number 29, N, carries 0.493; number 30, N, carries 0.672; number 31, N, carries 0.378; number 32, C, carries -1.023; number 33, C, carries -1.453; number 34, C, carries -0.747; number 35, C, carries -0.630; number 36, C, carries -0.773; number 37, C, carries -0.175; number 38, C, carries -0.403; number 39, C, carries -0.597; number 40, C, carries -0.707; number 41, C, carries -0.130; number 42, C, carries -0.792; number 43, C, carries -0.763; number 44, C, carries -0.888; number 45, C, carries -0.383; number 46, C, carries -0.293; number 47, C, carries -0.619; number 48, C, carries -0.630; number 49, C, carries -0.365; number 50, H, carries 0.241; number 51, H, carries 0.731; number 52, H, carries 0.474; number 53, H, carries 0.539; number 54, H, carries 0.434; number 55, H, carries 0.475; number 56, H, carries 0.442; number 57, H, carries 0.347; number 58, H, carries 0.350; number 59, H, carries 0.420; number 60, H, carries 0.425; number 61, H, carries 0.213; number 62, H, carries 0.730; number 63, H, carries 0.472; number 64, H, carries 0.470; number 65, H, carries 0.512; number 66, H, carries 0.477; number 67, H, carries 0.431; number 68, H, carries 0.429; number 69, H, carries 0.390; number 70, F, carries -0.210; number 71, C, carries 0.351; number 72, F, carries -0.260; number 73, F, carries -0.252

What is the stability order? It is x, w, from most stable to least stable.